# FeH12O10P

A molecular structure, FeH12O10P at a distorted geometry (ωB97M-V with the def2-TZVPD basis set, the OMol25 dataset).

```
24
Properties=species:S:1:pos:R:3:forces:R:3:lowdin_charge:R:1
Fe 23.9954 26.2799 14.0570 0.7 -1.3 -0.3 0.65
P 24.8073 23.8551 14.4827 2.8 -2.9 0.7 -0.01
O 24.7851 22.9003 15.6567 -1.0 0.9 -0.2 -0.41
O 25.6500 23.2694 13.3493 -0.7 1.1 -0.8 -0.44
O 25.4721 25.2599 14.9320 -0.5 0.9 0.2 -0.46
O 23.4038 24.3867 13.9656 -1.0 0.6 -0.3 -0.45
O 20.9524 24.1324 14.9765 0.1 0.5 -0.4 -0.13
H 21.8534 24.2695 14.5353 -0.2 -0.5 0.5 -0.02
H 20.3790 23.8248 14.2694 0.1 -0.1 0.0 0.00
O 22.9833 26.7034 15.8059 -0.3 0.3 1.3 -0.05
H 22.1881 27.1749 16.0684 -0.1 -0.2 -0.2 0.08
H 23.2824 26.2087 16.5987 0.2 0.0 -0.4 0.08
O 25.1456 25.5924 17.5286 -0.2 0.9 -0.5 -0.14
H 26.0104 25.5113 17.9347 0.0 -0.1 0.0 0.01
H 25.3284 25.6121 16.5228 0.1 -0.8 0.5 -0.01
O 25.0429 28.1348 14.4793 -0.2 1.1 -0.2 -0.04
H 25.8832 28.5964 14.3762 0.1 -0.4 0.0 0.09
H 24.3729 28.8291 14.4903 0.2 0.0 0.2 0.06
O 22.4046 27.2037 12.8448 -0.4 0.7 -0.3 -0.04
H 21.8724 26.7695 12.1661 0.2 -0.3 0.2 0.09
H 22.2927 28.1493 12.6946 -0.1 -0.1 0.0 0.07
O 24.9911 26.1738 12.1337 0.3 0.4 -0.9 -0.07
H 25.0760 26.8773 11.4819 0.0 -0.1 0.0 0.06
H 25.3954 25.3757 11.7469 -0.1 -0.4 0.9 0.08
```
Forces are in eV/Å.

- 2S+1 = 5
- calculated total energy (hartree) = -2364.8330
- energy above the lowest of the compared OMol25 structures with the same formula, charge and spin (kJ/mol) = 0.00
- highest occupied orbital energy (alpha / beta) (eV) = -2.6 / -2.5
- net charge = -1
- maximum force (hartree/bohr) = 0.0789
- frontier orbital gap (alpha / beta) (eV) = 3.9 / 3.9

# H10HfO13S2

A molecular structure, H10HfO13S2 at a distorted geometry (ωB97M-V with the def2-TZVPD basis set, the OMol25 dataset).

```
26
Properties=species:S:1:pos:R:3:forces:R:3:lowdin_charge:R:1
Hf -0.0402 0.0686 0.0561 0.8 -0.7 -0.6 1.90
S 0.3697 2.2722 -1.9326 -1.0 0.9 -1.3 0.28
O -0.3239 2.2284 -0.6021 -0.9 -0.1 3.1 -0.46
O -0.6262 2.4677 -2.9660 0.4 -0.2 0.1 -0.31
O 1.4864 3.1755 -1.9515 0.2 -0.2 0.2 -0.29
O 0.7939 0.8335 -1.8610 0.8 -2.8 -0.3 -0.47
S -0.0261 -2.3496 1.8136 0.3 -2.5 1.9 0.28
O -1.1046 -1.6983 0.9873 -1.8 1.6 -1.9 -0.45
O 0.4612 -3.5846 1.2290 -0.4 0.5 -0.3 -0.32
O 0.9896 -1.2751 1.6129 1.8 2.5 -0.8 -0.46
O -0.4232 -2.4864 3.1999 0.0 0.5 -0.8 -0.31
O -0.1493 1.1828 2.1782 0.0 0.2 -0.2 -0.06
H 0.5133 1.8475 2.4146 0.0 -0.2 -0.2 0.10
H -0.8917 1.3341 2.7764 0.1 -0.2 -0.1 0.10
O 1.1334 -1.7002 -1.0224 0.1 0.0 -0.2 -0.09
H 0.9707 -2.0579 -1.9034 -0.1 0.3 0.1 0.10
H 1.8142 -2.2617 -0.6214 -0.5 0.1 0.4 0.10
O 2.2743 0.5821 0.3114 0.0 0.7 0.3 -0.08
H 2.9999 0.0930 0.7230 -0.5 -0.2 0.2 0.10
H 2.6359 1.4453 0.0442 -0.3 -0.2 -0.4 0.10
O -2.3316 0.8152 0.3333 -0.1 -0.4 1.1 -0.09
H -2.6772 0.6387 1.2206 -0.1 -0.3 -0.3 0.09
H -3.0272 1.2990 -0.1292 0.5 0.1 -0.3 0.11
O -1.4373 -0.8222 -1.6509 0.1 0.2 -0.6 -0.08
H -1.8880 -1.6730 -1.7457 0.1 0.1 0.5 0.11
H -1.4959 -0.3747 -2.5142 0.3 0.1 0.3 0.11
```
Forces are in eV/Å.

- 2S+1 = 1
- calculated total energy (hartree) = -1828.7452
- energy above the lowest of the compared OMol25 structures with the same formula, charge and spin (kJ/mol) = 74.99
- highest occupied orbital energy (eV) = -9.4
- net charge = 0
- maximum force (hartree/bohr) = 0.0635
- frontier orbital gap (eV) = 8.6

# H10MgNO8

A molecular structure, H10MgNO8 at a distorted geometry (ωB97M-V with the def2-TZVPD basis set, the OMol25 dataset).

```
20
Properties=species:S:1:pos:R:3:forces:R:3:lowdin_charge:R:1
Mg -2.6903 -1.5245 0.0570 2.4 1.6 -1.6 1.27
N -0.6745 1.1160 -0.1945 1.4 1.5 -0.4 -0.51
O 0.3900 1.3158 0.4214 -1.2 -0.2 -0.5 0.01
O -1.1658 1.9201 -0.9615 -0.2 -0.6 0.6 0.10
O -1.1877 -0.0595 -0.0732 -1.7 -1.9 0.7 -0.17
O -2.3373 -1.6716 -2.0450 -0.4 -0.4 0.2 -0.04
H -1.4253 -1.9015 -2.2882 -0.1 0.2 0.2 0.11
H -2.7920 -1.4937 -2.8829 -0.1 0.0 0.3 0.12
O 1.5064 3.7689 -0.7906 -0.1 -0.2 0.1 -0.07
H 1.1810 2.9675 -0.3506 0.1 0.3 -0.1 -0.02
H 0.7112 4.2219 -1.0882 0.0 0.0 0.0 0.03
O 1.0772 0.2850 2.9771 -0.1 -0.1 0.2 -0.07
H 1.9449 0.5583 3.2964 -0.1 -0.1 0.0 0.05
H 0.7330 1.0542 2.5090 0.2 -0.1 -0.1 0.01
O 2.7989 -0.4849 -0.2401 -0.3 0.0 -0.2 -0.05
H 1.9676 0.0126 -0.2653 0.3 0.0 0.2 0.00
H 2.5570 -1.3721 0.0411 0.1 0.1 0.1 0.02
O -1.0639 -2.7093 0.3465 -0.4 -0.3 1.0 -0.04
H -1.0058 -3.6758 0.4571 0.0 0.3 -0.1 0.13
H -0.5248 -2.3274 1.0745 0.1 0.0 -0.5 0.12
```
Forces are in eV/Å.

- 2S+1 = 1
- calculated total energy (hartree) = -862.4185
- highest occupied orbital energy (eV) = -12.5
- net charge = +1
- maximum force (hartree/bohr) = 0.0645
- frontier orbital gap (eV) = 5.3

# H10MgO9S

A molecular structure, H10MgO9S at a distorted geometry (ωB97M-V with the def2-TZVPD basis set, the OMol25 dataset).

```
21
Properties=species:S:1:pos:R:3:forces:R:3:lowdin_charge:R:1
Mg -0.0096 -0.5078 0.1535 0.3 0.9 0.0 1.05
S 2.1148 3.7332 0.3749 2.3 1.5 0.3 0.16
O 2.0342 4.5421 1.5725 0.1 -0.1 0.5 -0.32
O 3.3777 3.9042 -0.3589 -0.2 -0.4 0.4 -0.31
O 1.9382 2.3028 0.7230 -0.2 -2.4 0.7 -0.31
O 1.0278 3.9920 -0.5138 -2.6 0.4 -2.0 -0.26
O 2.1652 -2.4228 -1.3942 -0.4 0.2 0.2 -0.09
H 2.9334 -2.1212 -1.8790 0.2 0.3 -0.1 0.04
H 2.2513 -3.3760 -1.3768 0.0 -0.3 0.1 0.04
O 0.5517 -2.1582 2.7592 -0.2 0.2 -0.4 -0.09
H 1.3584 -1.9643 3.2366 0.3 0.2 0.1 0.05
H 0.1038 -2.8094 3.2991 -0.2 -0.2 0.1 0.04
O -2.4594 1.1221 1.4801 0.3 -0.4 -0.2 -0.08
H -3.0327 1.8166 1.1558 0.0 0.3 -0.2 0.04
H -2.9102 0.7796 2.2519 -0.1 -0.1 0.3 0.04
O -2.3820 -2.8054 -0.6243 0.3 0.2 0.1 -0.08
H -2.5342 -3.1916 -1.4868 0.0 0.0 -0.3 0.04
H -3.0876 -3.1522 -0.0782 -0.2 0.0 0.2 0.04
O -0.9670 0.6332 -2.7806 0.0 -0.3 0.4 -0.08
H -1.5908 1.3575 -2.8309 -0.1 0.3 0.1 0.04
H -0.8831 0.3257 -3.6832 0.1 -0.1 -0.2 0.04
```
Forces are in eV/Å.

- 2S+1 = 1
- calculated total energy (hartree) = -1281.2392
- energy above the lowest of the compared OMol25 structures with the same formula, charge and spin (kJ/mol) = 1007.95
- highest occupied orbital energy (eV) = -6.8
- net charge = 0
- maximum force (hartree/bohr) = 0.0640
- frontier orbital gap (eV) = 3.4